No. 1
{"formula": "C51H58Br3ClN3O7PrSe", "method": "ωB97M-V with the def2-TZVPD basis set", "largest_force_ev_per_a": 3.44, "homo_lumo_gap_ev": [5.22, 5.22], "total_charge": -2, "multiplicity": 3, "lumo_ev": [3.55, 3.55], "s_squared": 2.00, "species": ["Pr", "C", "C", "C", "C", "C", "C", "C", "Se", "C", "C", "C", "C", "C", "C", "O", "C", "C", "C", "C", "C", "C", "C", "C", "C", "O", "C", "C", "C", "C", "C", "C", "H", "H", "H", "H", "H", "H", "H", "H", "H", "H", "H", "H", "H", "H", "H", "H", "H", "H", "H", "H", "H", "H", "H", "H", "H", "H", "H", "H", "H", "H", "H", "H", "H", "H", "H", "H", "H", "H", "H", "H", "Br", "C", "C", "C", "Br", "C", "C", "C", "C", "N", "C", "C", "O", "H", "H", "H", "H", "O", "H", "H", "O", "H", "H", "Cl", "N", "C", "N", "C", "C", "C", "C", "C", "C", "H", "H", "H", "H", "H", "H", "Br", "C", "C", "C", "C", "C", "C", "C", "O", "O", "H", "H", "H", "H"], "positions_angstrom": [[-0.53687, 0.86998, -2.08836], [-3.40788, -2.58045, 4.63560], [-3.04795, -3.63091, 3.54951], [-4.41205, -4.23874, 3.03118], [-2.28832, -4.82673, 4.20960], [-2.17707, -2.94680, 2.54666], [-1.86993, -1.57125, 2.56170], [-1.23690, -1.04568, 1.47208], [-0.55308, 0.76768, 1.45130], [1.18886, 0.08892, 1.50500], [1.64623, -0.26189, 2.80953], [2.89355, -0.72801, 3.07897], [3.76587, -0.75444, 1.99140], [3.44670, -0.36155, 0.68264], [2.08991, 0.02283, 0.39104], [1.73111, 0.36518, -0.73969], [4.50161, -0.53008, -0.33736], [5.52946, 0.66618, -0.15364], [4.00441, -0.58953, -1.78627], [5.29193, -1.85347, -0.11127], [3.31899, -1.02646, 4.53557], [2.26562, -1.84023, 5.32655], [3.38424, 0.36021, 5.19964], [4.65974, -1.79711, 4.60741], [-0.97214, -1.76352, 0.27854], [-0.57198, -1.19293, -0.83922], [-1.16042, -3.19030, 0.28447], [-1.90288, -3.71446, 1.39544], [-0.50557, -4.09053, -0.72749], [-0.59326, -5.57293, -0.17281], [1.00145, -3.74614, -0.99537], [-1.26454, -4.05008, -2.08941], [-4.07001, -3.00382, 5.37024], [-2.48417, -2.30351, 5.17611], [-3.81409, -1.56716, 4.31220], [-4.90811, -4.88260, 3.76949], [-5.08985, -3.38628, 2.68691], [-4.21922, -4.86752, 2.12203], [-2.91334, -5.22591, 5.09680], [-2.25053, -5.56354, 3.38522], [-1.29251, -4.46600, 4.54745], [-1.98839, -0.86129, 3.44272], [0.97357, -0.12434, 3.68117], [4.73796, -1.18720, 2.11027], [4.99095, 1.58473, -0.43765], [5.94356, 0.72898, 0.85511], [6.36607, 0.51604, -0.85445], [3.51225, 0.32455, -2.19638], [4.85451, -0.95378, -2.39353], [3.25360, -1.38737, -1.88970], [5.75085, -1.82791, 0.88342], [4.65439, -2.77351, -0.16864], [6.06357, -1.95976, -0.91346], [1.26873, -1.38802, 5.35014], [2.18520, -2.88977, 4.85552], [2.58226, -1.96391, 6.36739], [2.41307, 0.71788, 5.32850], [3.90563, 0.26450, 6.17410], [3.94667, 1.09140, 4.63037], [4.58211, -2.66073, 3.88583], [5.43977, -1.15697, 4.26077], [4.90823, -2.20480, 5.60130], [-2.25251, -4.73420, 1.32781], [-0.55132, -5.65149, 0.92292], [-1.48957, -6.09323, -0.49106], [0.23704, -6.19990, -0.47580], [1.58888, -3.85025, -0.02757], [1.48842, -4.43993, -1.70539], [1.14614, -2.72245, -1.39982], [-2.25279, -4.55020, -1.97196], [-1.32780, -3.03431, -2.55160], [-0.71385, -4.64928, -2.82753], [3.74810, 2.73639, -5.00716], [3.03564, 3.60957, -3.51841], [3.66332, 4.75327, -3.11664], [3.12081, 5.47641, -2.05988], [3.93868, 7.10120, -1.65233], [1.88909, 5.14328, -1.43915], [1.13610, 5.93321, -0.48449], [-0.11938, 5.49390, -0.10697], [-0.54063, 4.22258, -0.43409], [0.23872, 3.33468, -1.12293], [1.36913, 3.81160, -1.71464], [1.92339, 3.02916, -2.79918], [1.40556, 1.91597, -3.14076], [4.56288, 5.10012, -3.67439], [1.55604, 6.82527, -0.13993], [-0.65888, 6.22958, 0.43128], [-1.58040, 3.92529, -0.32415], [2.15969, 3.31244, 2.12382], [1.31614, 2.84168, 2.24628], [1.99002, 4.15037, 2.63747], [0.48862, -0.34922, -4.23964], [0.78820, 0.33167, -4.86899], [-0.45618, -0.62423, -4.40182], [-2.36816, -0.37156, -3.72068], [-3.26478, 3.78242, -4.60991], [-2.78575, 3.14579, -3.51454], [-1.54776, 2.68495, -3.70696], [-1.17110, 3.13496, -4.96574], [-0.01747, 3.03927, -5.72540], [0.04046, 3.69799, -6.98606], [-1.08149, 4.27981, -7.55188], [-2.32741, 4.22204, -6.84196], [-2.25795, 3.79821, -5.53267], [-4.02581, 4.46060, -4.63405], [-3.39397, 3.02486, -2.65844], [0.77346, 2.44008, -5.30800], [1.02475, 3.87317, -7.44974], [-0.96874, 4.86966, -8.47514], [-3.26581, 4.61686, -7.29605], [-8.36927, -1.07436, 1.83501], [-6.88797, -0.19654, 1.18092], [-6.01055, -0.84025, 0.29590], [-4.98564, -0.13841, -0.31215], [-4.83046, 1.23610, -0.11376], [-5.78934, 1.89766, 0.64052], [-6.81102, 1.18160, 1.28511], [-3.72186, 2.10833, -0.59710], [-3.95934, 3.34516, -0.74216], [-2.59471, 1.54318, -0.90078], [-6.12001, -1.95632, 0.18056], [-4.35477, -0.72566, -0.99472], [-5.73094, 2.94563, 0.85630], [-7.56548, 1.73669, 1.82810]]}

***

No. 2
{"formula": "C51H64BrN17O2S", "method": "ωB97M-V with the def2-TZVPD basis set", "largest_force_ev_per_a": 9.58, "homo_lumo_gap_ev": 7.65, "total_charge": 0, "lumo_ev": -1.13, "species": ["C", "C", "S", "C", "C", "C", "C", "C", "Br", "C", "C", "C", "O", "C", "C", "C", "C", "C", "C", "C", "O", "H", "H", "H", "H", "H", "H", "H", "H", "H", "H", "H", "H", "H", "C", "C", "N", "H", "H", "H", "C", "C", "N", "H", "H", "H", "C", "C", "N", "H", "H", "H", "C", "C", "N", "H", "H", "H", "C", "C", "N", "H", "H", "H", "C", "C", "N", "H", "H", "H", "C", "C", "N", "H", "H", "H", "C", "C", "N", "H", "H", "H", "C", "C", "N", "H", "H", "H", "C", "C", "N", "H", "H", "H", "C", "C", "N", "H", "H", "H", "C", "C", "N", "H", "H", "H", "C", "C", "N", "H", "H", "H", "C", "C", "N", "H", "H", "H", "C", "C", "N", "H", "H", "H", "C", "C", "N", "H", "H", "H", "C", "C", "N", "H", "H", "H"], "positions_angstrom": [[6.08478, -0.00126, 0.67978], [7.04541, -0.48180, -0.48836], [7.24956, 0.72830, -1.87365], [5.51188, 1.17055, -2.41715], [4.87117, 2.22247, -1.42255], [5.80535, 3.26262, -0.86216], [5.27734, 4.25226, 0.10491], [3.84163, 4.21511, 0.51320], [3.32179, 5.56966, 1.85791], [2.85512, 3.23489, -0.03919], [3.42392, 2.22980, -1.02965], [2.41223, 1.19275, -1.62229], [2.62683, 0.55113, -2.65180], [1.01002, 0.93247, -0.95035], [0.16269, -0.23961, -1.26885], [-1.19032, -0.45394, -0.65416], [-1.67620, 0.55686, 0.33380], [-0.83727, 1.75475, 0.67492], [0.49753, 1.93184, 0.02456], [1.35160, 3.20986, 0.35637], [0.74124, 4.13054, 0.88765], [5.02240, -0.06448, 0.28482], [6.30726, 1.08136, 0.92391], [6.17512, -0.63355, 1.60928], [6.64803, -1.47735, -0.87035], [8.07517, -0.66176, -0.06925], [5.63489, 1.68237, -3.41789], [4.96643, 0.19165, -2.47457], [6.88882, 3.33917, -1.13411], [5.98731, 5.01192, 0.53282], [0.54435, -0.96640, -2.02850], [-1.75554, -1.35771, -0.99336], [-2.68626, 0.46543, 0.80849], [-1.27176, 2.49196, 1.39912], [-4.39804, 0.60695, -3.39489], [-4.60896, 0.53053, -1.92708], [-4.77298, 0.47099, -0.78419], [-3.76964, 1.46479, -3.63441], [-3.90916, -0.30117, -3.74807], [-5.35716, 0.71545, -3.90246], [3.65618, -0.28828, 4.19798], [4.14973, -1.33271, 3.26342], [4.53365, -2.14484, 2.53642], [2.57399, -0.18385, 4.09974], [3.89494, -0.56743, 5.22415], [4.12916, 0.66719, 3.96862], [-2.72070, 0.08488, 3.89001], [-1.26718, 0.03766, 4.21701], [-0.13921, 0.00636, 4.47256], [-2.91219, 0.87640, 3.16495], [-3.03804, -0.86913, 3.46748], [-3.29735, 0.28281, 4.79164], [2.51373, -3.56625, -2.64678], [1.03784, -3.43437, -2.51051], [-0.10914, -3.31971, -2.40455], [2.97777, -2.57877, -2.62133], [2.91861, -4.16902, -1.83089], [2.75385, -4.04827, -3.59548], [1.03500, -7.44872, -3.54178], [2.34525, -7.07887, -4.23199], [3.34014, -6.77537, -4.74328], [0.42994, -6.56007, -3.44464], [0.50968, -8.18741, -4.14353], [1.26022, -7.86108, -2.57262], [-7.01628, 3.02071, -0.71622], [-6.94424, 3.65616, -2.05871], [-6.88804, 4.15295, -3.10175], [-6.74388, 1.96843, -0.78975], [-6.32771, 3.51862, -0.03297], [-8.02803, 3.09951, -0.32096], [0.82028, -3.27102, 2.40561], [-0.64662, -3.10825, 2.52719], [-1.78915, -2.97572, 2.62191], [1.30425, -2.29412, 2.43369], [1.19827, -3.87902, 3.23204], [1.06214, -3.76132, 1.46123], [-1.69445, 6.23147, 1.88878], [-2.37847, 5.09059, 2.55094], [-2.91200, 4.20347, 3.06619], [-1.24577, 6.88178, 2.64018], [-0.91193, 5.85996, 1.22660], [-2.41478, 6.80562, 1.30418], [-2.68350, 5.13191, -4.46982], [-2.37854, 3.68145, -4.57224], [-2.14320, 2.55282, -4.65190], [-3.72003, 5.31310, -4.75511], [-2.53197, 5.47068, -3.44475], [-2.02719, 5.69604, -5.13256], [-2.73079, -8.29364, -1.17266], [-1.44600, -7.91263, -1.81485], [-0.44052, -7.61442, -2.31820], [-3.36568, -7.41398, -1.06506], [-3.24672, -9.03285, -1.78592], [-2.54043, -8.71845, -0.18702], [-10.72382, 1.68672, 1.36155], [-9.27259, 1.62171, 1.67674], [-8.14452, 1.57114, 1.92204], [-10.91164, 2.48367, 0.64161], [-11.05343, 0.73854, 0.93690], [-11.29167, 1.88657, 2.27016], [-5.99969, 3.55988, 5.36883], [-5.71203, 2.10574, 5.28428], [-5.48450, 0.97566, 5.21851], [-7.03306, 3.75023, 5.07836], [-5.84623, 3.90917, 6.38999], [-5.33401, 4.10750, 4.70046], [6.21639, -4.63952, 0.45003], [4.82102, -5.01332, 0.10570], [3.73399, -5.30426, -0.16360], [6.54989, -5.21061, 1.31647], [6.87538, -4.85236, -0.39217], [6.26640, -3.57551, 0.68419], [-7.28886, 7.28486, -0.63232], [-5.83911, 7.21259, -0.31029], [-4.71276, 7.15640, -0.05957], [-7.47001, 8.08344, -1.35156], [-7.62074, 6.33863, -1.06060], [-7.86062, 7.48584, 0.27382], [5.22091, -9.76936, -4.03849], [6.21205, -10.55654, -3.25850], [6.98242, -11.16814, -2.65236], [5.30810, -8.71161, -3.79029], [5.40047, -9.89955, -5.10550], [4.21161, -10.10706, -3.80390], [4.05515, -6.53540, 3.28027], [3.25824, -5.44424, 3.88793], [2.64404, -4.58989, 4.36090], [5.11365, -6.27541, 3.30532], [3.90564, -7.46362, 3.83193], [3.74832, -6.68188, 2.24416], [2.25971, 8.78624, 0.04843], [2.08512, 10.24701, 0.26118], [1.94940, 11.38210, 0.42670], [3.11981, 8.60531, -0.59628], [2.42147, 8.28818, 1.00453], [1.36874, 8.37068, -0.42250]]}